Molecular formula: C4H8NO2
Method: DFT, the ωB97M-V functional and the def2-TZVPD basis

LUMO energy (eV): -3.2
Spin multiplicity: 1
Orbital gap (eV): 10.40
Charge: +1
Energy relative to the best compared isomer or geometry (same formula, charge and spin) (kcal/mol): 41.8

Each line ends with the Mulliken charge.
Atoms and positions in Å:
C -1.65 -2.43 3.25  0.02
C -0.73 -0.35 -0.03  -0.77
C 0.44 0.26 -0.34  0.90
C 0.68 1.59 -0.96  -1.09
N -0.80 -1.61 0.73  -0.25
O -1.63 -3.13 4.11  -0.04
O 1.48 -0.39 0.14  -0.55
H -1.72 0.00 -0.14  0.41
H 0.21 1.65 -1.91  0.31
H 1.84 1.84 -1.13  0.34
H 0.33 2.39 -0.25  0.29
H 0.20 -1.68 1.16  0.41
H -1.15 -2.45 0.15  0.35
H -1.49 -1.68 1.44  0.32
H 2.29 0.05 0.10  0.36